17
Properties=species:S:1:pos:R:3:mulliken_charge:R:1 method="wB97M-V/def2-TZVPD" energy_ha=-268.155824 gap_ev=6.668 e_above_lowest_kcal_mol=93.5 total_charge=+1 lumo_ev=-7.025
C -0.0040 -0.9019 -2.4329 -1.0352
C 0.7520 -0.6618 -1.1769 0.0644
C 0.5401 0.5197 -0.4257 -0.4544
C 1.2527 0.9367 0.6811 0.1388
N 0.4547 1.8322 1.5760 -0.5125
N -1.4716 -0.7928 1.7505 -0.6586
H -0.0377 -0.1075 -3.2421 0.3311
H 0.2463 -1.8865 -2.7439 0.3638
H 1.6289 -1.2479 -1.0181 0.4119
H -1.8057 -1.6399 1.2489 0.2305
H -0.4451 1.0603 -0.5742 0.3784
H 2.2173 0.4349 0.9365 0.3331
H 0.3498 1.3852 2.4664 0.2796
H 0.9653 2.7508 1.5962 0.2991
H -1.3208 -0.0044 1.1042 0.2295
H -1.0321 -1.0365 -2.1120 0.3563
H -2.2902 -0.6405 2.3661 0.2442

17
Properties=species:S:1:pos:R:3:mulliken_charge:R:1 method="wB97M-V/def2-TZVPD" energy_ha=-360.004074 gap_ev=9.992 smiles=CN(C)n1cccn1 e_above_lowest_kcal_mol=121.2 lumo_ev=1.062
C -1.5913 -0.0919 -1.2253 -0.9055
N -0.9495 -0.4332 0.1075 -0.2446
C -1.4732 0.2523 1.2397 -0.7374
N 0.3895 -0.3103 -0.1147 0.7341
C 1.3749 -1.1893 0.1312 -0.2692
C 2.3955 -0.4700 0.0849 -0.5384
C 2.1022 0.9358 -0.1313 -0.1381
N 0.7910 0.9244 -0.1834 -0.8270
H -1.3467 -0.7275 -2.0277 0.2670
H -2.5105 -0.2274 -0.8023 0.4429
H -1.4271 0.9635 -1.4545 0.3182
H -2.3529 -0.2534 1.1835 0.4161
H -0.8026 0.1686 2.1991 0.2864
H -1.9317 1.4000 1.0571 0.2054
H 1.0949 -2.1723 -0.0408 0.4310
H 3.4823 -0.5854 0.5046 0.2480
H 2.7554 1.8159 -0.5273 0.3112

86
Properties=species:S:1:pos:R:3:mulliken_charge:R:1 method="wB97M-V/def2-TZVPD" energy_ha=-4899.192323 gap_ev=7.232 e_above_lowest_kcal_mol=71.4 total_charge=-3 lumo_ev=4.656
Hg 0.0438 0.6257 -0.8025 5.3910
O -2.7068 -6.8807 1.1520 -0.6324
C -2.8219 -5.9751 0.2632 0.6923
O -1.9140 -5.0821 0.0691 -0.2916
B -2.1932 -4.3944 -1.2639 1.2062
O -3.2924 -5.1732 -1.8061 -0.5866
C -3.7367 -6.1236 -1.0249 0.4206
O -4.6216 -7.0079 -1.2258 -0.6969
O -1.1139 -4.4090 -2.2757 -0.5110
C -0.5483 -3.1699 -2.1834 0.4336
O 0.6209 -2.8161 -2.4170 -0.3761
C -1.5996 -2.2052 -1.4055 0.3944
O -2.5708 -3.0304 -1.0651 -0.7044
O -1.4575 -1.0068 -1.2663 -0.4451
O 3.3450 -4.8136 4.9082 -0.6216
C 3.6353 -3.9586 4.1537 0.7638
O 3.0847 -3.8590 3.0062 -0.4914
B 3.6683 -2.6777 2.3336 1.0823
O 4.8311 -2.1634 3.1140 -0.4284
C 4.8065 -2.8671 4.2677 0.3915
O 5.5261 -2.8334 5.2548 -0.6573
O 4.0031 -3.0015 0.9224 -0.6099
C 3.2312 -2.5277 0.0328 0.5764
O 3.0507 -2.8843 -1.1684 -0.5732
C 2.3136 -1.5461 0.7323 0.2601
O 2.5238 -1.7923 2.0789 -0.6076
O 1.4083 -0.8792 0.2054 -0.2743
O -1.5625 -5.5496 3.4765 -0.5992
C -1.1919 -4.4243 3.5017 0.4099
O -1.5879 -3.4919 2.7115 -0.4796
B -1.1712 -2.2201 3.3198 1.3555
O -0.0971 -2.6272 4.3605 -0.4790
C -0.1132 -3.8858 4.4318 0.7784
O 0.6648 -4.5189 5.1632 -0.6972
O -2.2613 -1.4231 3.8279 -0.5289
C -2.6233 -0.3542 3.0384 0.2870
O -3.4818 0.4811 3.2164 -0.6167
C -1.4336 -0.3378 2.0270 -0.1320
O -0.6369 -1.2798 2.2703 -0.5500
O -1.2293 0.3855 1.0673 -0.7049
C 0.9165 1.2554 -5.2982 0.5711
F 1.6661 2.0204 -4.4748 -0.1644
F -0.1221 1.9721 -5.7165 -0.2579
F 1.6509 0.9382 -6.4193 -0.2657
S 0.4250 -0.4004 -4.3575 1.1320
O 0.2495 0.0076 -2.9356 -2.1977
O -0.7601 -0.9942 -4.9272 -0.7577
O 1.5760 -1.2977 -4.5019 -0.6636
C 4.5557 1.7920 -2.5664 0.4514
F 4.1057 2.9916 -2.1031 -0.2316
F 4.2437 1.5009 -3.8526 -0.1984
F 5.8634 1.6469 -2.4526 -0.2130
S 3.6205 0.4675 -1.5957 1.0140
O 4.4060 0.1646 -0.3847 -0.6793
O 2.2960 1.0608 -1.2689 -1.1764
O 3.5592 -0.6962 -2.4541 -0.6337
C 0.2172 5.2545 0.4087 -1.4895
C -0.2449 3.7791 0.7210 1.1668
C -1.3263 3.6676 1.8708 -1.2644
C -2.8031 3.9519 1.4190 -0.8247
C -3.1325 3.1501 0.1814 -1.1322
C -2.1166 3.1600 -1.0020 1.4222
N -0.7372 2.9779 -0.4778 1.2504
O 0.1958 2.8544 -1.5097 -0.0508
C -2.5035 2.0895 -2.0468 -2.1664
C -2.2515 4.5921 -1.6631 -1.6071
C 0.9876 3.0569 1.2765 -2.1249
H -0.4856 6.0861 0.4603 0.3485
H 0.7150 5.1832 -0.5584 0.2821
H 1.0582 5.5456 1.0381 0.4815
H -1.2162 2.7716 2.4815 0.3235
H -1.0743 4.5182 2.5041 0.4821
H -2.8988 5.0126 1.1869 0.3214
H -3.6419 3.6598 2.0509 0.4622
H -4.0840 3.4256 -0.2735 0.4616
H -3.1810 2.0959 0.4543 0.2532
H -3.4576 2.3928 -2.4779 0.6589
H -1.8629 1.9304 -2.9141 0.1989
H -2.7464 1.1471 -1.5559 0.3049
H -3.2609 4.7697 -2.0339 0.4424
H -1.9319 5.4372 -1.0532 0.2855
H -1.6688 4.6054 -2.5841 0.3615
H 1.7227 2.8252 0.5058 0.3911
H 0.7343 2.0682 1.6592 0.1769
H 1.4856 3.5575 2.1069 0.5552
H 0.4673 3.7027 -1.8678 0.1523

88
Properties=species:S:1:pos:R:3:mulliken_charge:R:1 method="wB97M-V/def2-TZVPD" energy_ha=-13068.351739 gap_ev=4.990 e_above_lowest_kcal_mol=4.0 total_charge=-2 lumo_ev=3.540
Ir -0.3563 0.6398 -0.9814 2.4708
Se 0.1503 1.8095 -6.3831 -0.7855
Sb 0.2111 2.5023 -4.0635 0.5653
Se -1.8356 1.9308 -2.7079 -0.8195
Se 1.4984 0.8918 -2.5578 -0.7076
Se 0.8996 4.8216 -3.7201 -0.7873
C 0.7401 -0.6316 0.3191 1.1119
Si 1.3079 0.3824 1.7166 -0.6273
C 0.2753 1.9533 1.6406 -0.9472
N 0.1195 2.4225 0.2330 0.9386
C -1.0033 3.4034 0.1643 -0.8088
C -0.7673 4.6717 0.9765 -0.6744
C 0.4945 5.3727 0.4834 -0.7904
C 1.6736 4.4078 0.5489 -0.6361
C 1.3616 3.1203 -0.2058 -0.5232
C 0.9101 -0.3299 3.4369 0.4430
C -0.3864 -0.8067 3.6647 -0.1464
C -0.7572 -1.3427 4.8894 -0.8169
C 0.1690 -1.4206 5.9226 -0.4418
C 1.4610 -0.9595 5.7183 -0.7068
C 1.8229 -0.4206 4.4881 -0.4241
C 3.1580 0.7648 1.7158 0.3987
C 3.7035 1.8137 2.4598 0.0956
C 5.0673 2.0712 2.4611 -0.8656
C 5.9213 1.2754 1.7095 -0.4863
C 5.4022 0.2288 0.9611 -0.6146
C 4.0360 -0.0210 0.9661 -0.3954
H 0.0267 -1.3956 0.6523 -0.3191
H 1.5511 -1.1563 -0.1869 -1.1714
H 0.6245 2.7555 2.2964 0.9107
H -0.7173 1.6653 1.9982 0.3189
H -1.9074 2.8808 0.4754 0.2417
H -1.1226 3.6692 -0.8837 0.3544
H -0.6951 4.4565 2.0490 0.2467
H -1.6440 5.3126 0.8432 0.4186
H 0.6963 6.2806 1.0609 0.4637
H 0.3523 5.6639 -0.5620 0.1888
H 1.9533 4.2184 1.5917 0.0924
H 2.5497 4.8436 0.0617 0.4616
H 2.1871 2.4133 -0.1485 0.5302
H 1.2373 3.3736 -1.2572 -0.1936
H -1.1123 -0.7669 2.8564 0.1799
H -1.7665 -1.7101 5.0377 0.4128
H -0.1151 -1.8437 6.8793 0.3466
H 2.1914 -1.0226 6.5172 0.3822
H 2.8392 -0.0709 4.3406 0.3292
H 3.0484 2.4550 3.0418 0.4161
H 5.4618 2.9010 3.0361 0.3785
H 6.9853 1.4804 1.6957 0.3511
H 6.0599 -0.3845 0.3568 0.4040
H 3.6415 -0.8266 0.3573 0.2550
C -5.4232 -0.5181 1.1393 -1.0973
N -4.0339 -0.1676 1.2901 -0.0613
C -3.1627 -0.0241 0.2443 -0.4752
N -3.6045 -0.2921 -0.9897 0.0155
O -2.0095 0.3757 0.4981 -0.3082
H -5.8822 -0.5623 2.1254 0.3309
H -5.5291 -1.5069 0.6833 0.2867
H -5.9751 0.2073 0.5329 0.3326
H -3.7015 0.2147 2.1570 0.2839
H -4.4412 -0.8404 -1.0966 0.3330
H -2.8284 -0.4997 -1.6466 -0.3423
O -1.1371 -1.1404 -1.7613 0.1456
C -0.8578 -2.3941 -2.2600 3.4675
C 0.5401 -2.9316 -1.9180 -0.7505
C 1.7007 -2.5057 -2.4905 -0.4578
C 2.8513 -3.1602 -1.9813 -1.0540
C 2.5463 -4.1000 -1.0428 -0.4372
S 0.8599 -4.1842 -0.7769 -0.1121
C -1.9641 -3.2712 -1.6475 -0.8856
C -3.0003 -3.9126 -2.2581 -0.5911
C -3.9512 -4.4464 -1.3416 -0.7971
C -3.6236 -4.1869 -0.0449 -0.6744
S -2.1743 -3.2826 0.0662 0.1057
C -0.9820 -2.4436 -3.7815 -1.0005
C -1.3763 -1.4288 -4.5890 -0.2293
C -1.3928 -1.7923 -5.9687 -0.7819
C -1.0145 -3.0790 -6.1763 -0.5911
S -0.6094 -3.8646 -4.6996 -0.0833
H 1.7135 -1.7202 -3.2344 0.8907
H 3.8603 -2.9366 -2.3005 0.4508
H 3.2198 -4.7383 -0.4932 0.4413
H -3.0805 -3.9851 -3.3330 0.4874
H -4.8320 -4.9999 -1.6381 0.3752
H -4.1506 -4.4917 0.8461 0.5150
H -1.6179 -0.4443 -4.2091 0.3931
H -1.6270 -1.0894 -6.7542 0.4102
H -0.9121 -3.6003 -7.1153 0.4466